# C8H24NO6Pd

C8H24NO6Pd as an isolated structure (wB97M-V/def2-TZVPD, the OMol25 dataset).

Calculated values
Total charge: +1
Multiplicity: 3
Relative energy (zero: lowest compared OMol25 entry of this formula, charge and spin) (kcal per mole): 24.41

Element x y z (Å)
Pd 22.408 -12.156 17.742
O 21.275 -10.421 17.603
H 20.532 -10.624 18.176
C 24.239 -16.121 16.667
C 23.582 -14.735 16.420
C 22.100 -14.848 16.271
O 21.427 -13.586 16.369
C 20.096 -13.618 15.898
N 23.953 -13.757 17.497
H 23.769 -16.975 16.187
H 24.516 -16.272 17.707
H 25.187 -16.039 16.120
H 24.021 -14.318 15.513
H 21.742 -15.442 17.127
H 21.824 -15.376 15.359
H 19.504 -14.382 16.417
H 20.049 -13.720 14.814
H 19.614 -12.676 16.168
H 24.910 -13.450 17.291
H 24.237 -14.335 18.298
C 24.826 -10.024 16.165
C 24.704 -10.924 14.939
O 23.451 -11.577 14.938
O 24.279 -10.622 17.371
H 24.268 -9.097 16.032
H 25.873 -9.748 16.296
H 25.551 -11.615 14.908
H 24.775 -10.211 14.112
H 23.412 -12.038 14.090
H 24.722 -10.211 18.118
C 22.677 -12.550 20.819
C 21.619 -13.523 20.290
O 20.854 -13.055 19.193
O 23.484 -11.963 19.784
H 23.315 -13.048 21.549
H 22.126 -11.764 21.346
H 20.990 -13.676 21.178
H 22.018 -14.533 20.133
H 19.983 -13.464 19.183
H 24.373 -11.852 20.136

These are the Löwdin partial charges, in e, on atoms 1 to 4: Pd 1.110; O -0.399; H -0.072; C -0.027